2 unconnected molecules or ions with the total composition C6H9NO2S in a non-equilibrium geometry. Source: the OMol25 dataset; level of theory: ωB97M-V/def2-TZVPD.

Values from the calculation:
2S+1	1
max |F|	0.06798	Eh/bohr
SMILES	C#CC(N)=O.C=CCSO
orbital gap	8.87	eV
E_tot	-837.29322	hartree
ΔE to the lowest compared entry with this formula, charge and spin	434.4	kJ/mol
LUMO level	0.0140	Ha

Geometry as XYZ:
```
19
Properties=species:S:1:pos:R:3:forces:R:3
C 3.290 1.390 -0.920 -1.867 -2.547 0.854
C 2.700 0.392 -0.513 2.071 2.749 -0.609
C 2.181 -0.873 -0.025 -0.023 0.516 -0.637
N 2.373 -1.107 1.305 -0.107 -1.331 0.345
O 1.684 -1.633 -0.824 0.095 -0.720 0.178
H 3.513 2.281 -1.440 0.421 0.354 -0.067
H 2.087 -0.399 1.970 0.376 -0.178 -0.134
H 2.244 -2.101 1.551 -0.301 1.069 0.061
C -3.415 -0.706 -0.946 -3.072 1.046 -0.094
C -2.669 -0.033 -0.059 1.532 -0.597 -0.483
C -1.154 -0.254 0.150 -2.227 1.815 0.577
S -0.130 1.042 -0.623 -1.267 -0.441 0.729
O -0.434 2.225 0.531 1.333 0.230 0.042
H -4.567 -0.495 -0.986 2.176 -0.204 0.311
H -3.205 -1.412 -1.784 0.834 0.569 1.204
H -2.915 0.716 0.713 -1.214 -0.448 -0.926
H -1.171 -0.225 1.269 1.343 -0.258 -0.849
H -0.871 -1.148 -0.296 0.843 -1.832 -0.477
H 0.460 2.338 0.926 -0.948 0.207 -0.023
```
Positions in Å, forces in eV/Å.